# 1
Below is C3H8N2OS in the gas phase in a non-equilibrium geometry, with properties calculated with the ωB97M-V functional and the def2-TZVPD basis.

As for the spin multiplicity: 3. As for the energy: -19096.2555 eV. The energy above the lowest of the compared OMol25 structures with the same formula, charge and spin comes out at 93.4 kcal per mole. The calculation puts the largest force on an atom at 14.863 eV/A.

CARTESIAN COORDINATES (ANGSTROEM)
C1 0.9956 -0.1450 -0.3884
C2 1.3060 1.1256 0.3792
C3 -0.2460 -0.6226 0.1518
N1 -2.4436 0.4863 -0.7208
N2 -3.1131 -0.4394 -0.6261
O1 0.1772 1.9355 0.3508
S1 -1.2136 0.8473 0.6035
H1 0.9167 0.1902 -1.5090
H2 1.8936 -0.8844 -0.1088
H3 1.4974 0.8622 1.3935
H4 2.2633 1.6383 -0.0018
H5 -0.8841 -1.1937 -0.5760
H6 -0.1935 -1.3235 1.0966
H7 -2.9707 1.4200 -0.8575
H8 -2.5834 -1.4138 -0.8755

Here are the Mulliken charges for atoms 1 to 5, given in e:
1. C -0.386
2. C -0.553
3. C -0.282
4. N 0.105
5. N -0.666


# 2
Below is 3 unconnected molecules or ions with the total composition C3H8N2S in a non-equilibrium geometry, with properties calculated with the ωB97M-V functional and the def2-TZVPD basis.

As for the energy: -17048.8397 eV. The energy above the lowest of the compared OMol25 structures with the same formula, charge and spin comes out at 182.0 kcal per mole. The calculation puts the largest force on an atom at 7.387 eV/A.

CARTESIAN COORDINATES (ANGSTROEM)
C1 0.2244 0.7403 -1.6959
C2 0.5794 0.5642 -0.2777
C3 0.1563 -0.9524 0.1374
H1 -0.9652 1.0263 -1.5935
H2 0.2522 -0.0804 -2.5000
H3 0.4784 1.7225 -2.1209
H4 1.0729 -1.2303 0.6328
H5 -0.2873 -1.6512 -0.7177
H6 -0.5885 -1.8455 1.9341
H7 -1.9513 -1.0932 0.1719
H8 -0.4115 0.8583 2.4486
N1 -0.8878 -0.7402 1.0350
N2 1.1098 1.5403 0.4721
S1 1.2181 1.1413 2.0738

Here are the Mulliken charges for atoms 1 to 5, given in e:
1. C -1.062
2. C 0.827
3. C -0.728
4. H 0.226
5. H 0.278


# 3
Below is a molecular structure, C3H8N2S in a non-equilibrium geometry, with properties calculated with the ωB97M-V functional and the def2-TZVPD basis.

As for the energy: -17051.9774 eV. The energy above the lowest of the compared OMol25 structures with the same formula, charge and spin comes out at 109.6 kcal per mole. The calculation puts the largest force on an atom at 5.103 eV/A.

CARTESIAN COORDINATES (ANGSTROEM)
C1 1.2649 -0.4217 0.7621
C2 1.4222 -0.2754 -0.7934
C3 0.2003 0.2237 -0.0518
N1 -2.4623 -0.3752 0.3318
N2 -1.3705 -0.9297 -0.2517
S1 -0.1685 2.0036 0.0392
H1 1.1967 -1.4159 1.2282
H2 1.8483 0.3256 1.2945
H3 2.0045 0.5589 -1.0851
H4 1.4370 -1.2093 -1.2796
H5 -2.8352 0.5460 0.0037
H6 -2.2589 -0.5152 1.3711
H7 -1.4214 -0.8535 -1.3315
H8 1.1430 2.3380 -0.2373

Here are the Mulliken charges for atoms 1 to 5, given in e:
1. C -0.492
2. C -0.820
3. C 0.460
4. N -0.431
5. N -0.386


# 4
Below is C3H8N2S in the gas phase in a non-equilibrium geometry, with properties calculated with the ωB97M-V functional and the def2-TZVPD basis.

As for the energy: -17055.8610 eV. The energy above the lowest of the compared OMol25 structures with the same formula, charge and spin comes out at 20.0 kcal per mole. As for the structure (SMILES): [H]/N=C(\N)CCS. The calculation puts the largest force on an atom at 2.178 eV/A.

CARTESIAN COORDINATES (ANGSTROEM)
H1 2.0008 -1.9730 1.0061
N1 1.2782 -1.3272 1.3106
C1 0.4772 -1.0377 0.3673
N2 0.4697 -1.5083 -0.9466
C2 -0.6471 -0.0933 0.6897
C3 -0.8087 1.1381 -0.1433
S1 0.5076 2.3391 0.0013
H2 -0.0805 -1.0403 -1.7170
H3 1.3753 -1.9529 -1.2115
H4 -1.5890 -0.6552 0.6715
H5 -0.4773 0.2562 1.7515
H6 -1.7900 1.5796 0.1202
H7 -0.8327 0.8716 -1.1997
H8 0.1165 3.4034 -0.7000

Here are the Mulliken charges for atoms 1 to 5, given in e:
1. H 0.208
2. N -0.627
3. C 0.474
4. N -0.448
5. C -0.668